{
  "formula": "C4H13N2O",
  "method": "ωB97M-V with the def2-TZVPD basis set",
  "species": ["C", "H", "H", "H", "H", "C", "H", "H", "H", "H", "H", "H", "N", "H", "N", "O", "H", "H", "C", "C"],
  "positions_angstrom": [[-0.1743, -0.6533, 0.5950], [1.2033, 0.6838, 2.7724], [-1.3826, -2.5221, 0.6230], [-1.8943, 0.0488, 0.8101], [2.7178, 0.1691, 1.8867], [1.6674, 0.4283, 1.8323], [0.2076, -0.2768, -1.9392], [-0.4794, 2.4871, -1.7200], [-1.1060, 1.4328, -2.6920], [-0.2490, -2.5870, -0.5965], [1.0356, 0.9082, -1.1580], [-1.6832, 1.4814, -1.0133], [1.0093, -0.6519, 1.1373], [1.5957, 1.3189, 1.3745], [0.0934, 0.4843, -1.3119], [-1.0287, 0.3040, 0.9961], [1.7468, -1.2575, 0.7787], [-1.5289, -1.3814, -0.6559], [-0.8963, 1.5542, -1.6874], [-0.8544, -1.9709, -0.0321]],
  "atomic_forces_ev_per_a": [[-5.1, -4.1, -2.9], [0.0, -0.5, 0.8], [-1.9, -1.9, 2.5], [-2.3, -0.7, -0.2], [0.0, 0.0, 0.5], [0.0, -2.5, 1.6], [-0.4, -1.0, -0.5], [1.5, 2.4, 1.0], [-1.3, -1.0, -2.0], [1.6, -1.0, -1.3], [-1.0, -0.6, 0.2], [-1.7, 0.1, 0.8], [6.2, 0.3, 2.0], [-0.3, 3.3, -2.4], [2.1, 3.6, -1.3], [1.4, 1.9, 1.4], [-0.8, -0.3, -0.3], [-0.5, -0.9, -0.6], [1.5, -2.7, 0.6], [1.0, 5.7, 0.1]],
  "total_energy_ev": -9373.4119,
  "total_charge": 1,
  "lumo_energy_ev": [-3.097, -8.030],
  "spin_multiplicity": 3,
  "relative_energy_kj_mol": 191.3,
  "fmax_ha_per_bohr": 0.1388,
  "s_squared": 2.0085
}


{
  "formula": "C4H13N2O2",
  "method": "ωB97M-V with the def2-TZVPD basis set",
  "species": ["C", "H", "N", "O", "H", "H", "H", "H", "H", "H", "C", "H", "H", "O", "C", "H", "C", "N", "H", "H", "H"],
  "positions_angstrom": [[0.2246, -0.8706, 0.8591], [-0.2593, -1.2523, -2.9285], [-0.5486, 0.1601, 0.1155], [0.2073, -1.8950, 3.0777], [-2.1729, 0.1349, -1.1646], [-1.5810, -1.4428, -0.8324], [-0.1603, 1.5871, -2.2130], [0.0247, 1.0947, -3.7632], [-0.6876, -0.0873, 2.7288], [1.6277, 2.7074, 1.1353], [-1.2367, -0.4183, -1.0500], [-1.2338, 0.3695, 0.8419], [-0.1797, -1.8909, 0.8176], [1.5426, 2.1122, 1.8969], [-0.3304, -0.3876, -2.2660], [0.6797, -0.4593, -1.8317], [0.2319, -0.7257, 2.4701], [-0.5246, 0.9392, -2.9154], [1.2665, -0.9896, 0.5304], [2.0853, 1.3400, 1.6511], [1.0246, -0.0255, 2.8404]],
  "atomic_forces_ev_per_a": [[0.7, -0.2, 1.2], [-1.2, 0.2, -0.4], [0.2, -1.0, 0.6], [0.3, -0.7, 0.1], [0.2, 0.2, -0.6], [0.3, -0.1, 0.0], [-0.3, 0.1, -0.3], [0.0, -0.4, 0.4], [-0.1, 0.0, -0.5], [-0.1, -0.3, 0.3], [-0.7, -0.7, 0.8], [-0.2, 0.4, -0.4], [-0.4, 0.2, -0.4], [0.7, 0.3, -0.5], [1.2, 0.8, 0.4], [0.0, 0.2, 0.1], [-0.8, 0.7, -0.1], [0.3, -0.2, -0.1], [0.0, 0.4, -0.3], [-0.6, 0.2, 0.3], [0.3, -0.2, -0.4]],
  "total_energy_ev": -11432.4884,
  "total_charge": -1,
  "lumo_energy_ev": 3.480,
  "relative_energy_kj_mol": 216.9,
  "fmax_ha_per_bohr": 0.0292
}


{
  "formula": "C4H13N2O2",
  "method": "ωB97M-V with the def2-TZVPD basis set",
  "species": ["O", "C", "H", "H", "H", "H", "N", "H", "H", "H", "H", "H", "H", "H", "C", "H", "N", "C", "H", "C", "O"],
  "positions_angstrom": [[-1.3612, -1.9306, -1.0383], [0.8874, 0.1785, 1.4299], [0.6606, 2.0906, 0.6359], [1.7017, 0.4423, -1.6165], [-0.7966, 1.7096, 1.4613], [-1.1945, -1.8912, 0.0050], [0.8622, 0.4182, -2.1789], [0.6006, -0.5375, -2.3327], [-1.3640, -2.8061, -1.4231], [-1.0883, 1.1672, -2.4513], [-0.9765, -0.0446, -0.3315], [-0.0879, -0.6086, 3.0274], [0.1903, 2.2863, -1.7171], [0.9101, -1.9303, 2.0689], [-0.2313, 1.2642, -1.7309], [1.6478, 0.7724, 1.9758], [-0.8279, 0.9364, -0.4540], [-0.0634, 1.2350, 0.7862], [1.3998, -0.0480, 0.4625], [0.1090, -1.0967, 1.9892], [-0.9780, -1.6070, 1.4324]],
  "atomic_forces_ev_per_a": [[0.0, 0.4, -0.2], [-1.2, -0.1, -3.6], [-0.8, -0.4, -0.5], [-0.3, 0.1, 0.2], [0.2, -0.6, 0.4], [0.2, -0.4, -0.2], [0.6, 0.2, -1.1], [-0.3, -0.3, 0.3], [0.1, -0.2, 0.5], [1.0, 0.3, 0.3], [-0.7, -0.7, -0.8], [0.0, -1.3, -0.4], [-0.6, -0.2, 0.1], [-0.4, 1.0, 0.5], [-0.2, -0.8, 0.2], [-0.6, -0.9, 0.7], [1.0, 0.8, 1.6], [0.4, 2.4, 0.3], [0.3, -0.6, 0.7], [2.4, 0.6, 2.2], [-0.8, 0.6, -1.0]],
  "total_energy_ev": -11433.2765,
  "total_charge": -1,
  "lumo_energy_ev": 4.151,
  "relative_energy_kj_mol": 140.9,
  "fmax_ha_per_bohr": 0.0743
}


{
  "formula": "C4H13N2O2",
  "method": "ωB97M-V with the def2-TZVPD basis set",
  "species": ["H", "H", "H", "H", "O", "C", "H", "H", "H", "C", "H", "H", "C", "N", "H", "H", "O", "H", "H", "C", "N"],
  "positions_angstrom": [[1.3750, -0.3006, -0.0934], [-0.4774, -1.4846, 2.2731], [2.2252, 0.1197, 1.8029], [-1.1385, 0.4299, -0.0335], [-1.7771, -1.8248, 0.8002], [0.9645, 0.6121, 0.3709], [-0.4749, 0.4692, -1.7866], [-2.3156, -1.5012, -0.6216], [-2.5857, -2.2538, -1.9163], [-0.4771, 0.1892, 0.7917], [0.4506, 2.4572, -0.7029], [1.3746, 1.2301, 2.3226], [-0.5870, -1.3186, 1.1784], [1.8591, 1.0070, 1.4520], [0.2921, -1.8226, 0.6973], [-0.6431, 0.8239, 1.6720], [-2.3451, -1.3600, -1.6479], [2.0088, 1.7785, -1.1031], [0.9780, 0.2863, -2.4732], [0.9709, 1.5070, -0.8854], [0.3228, 0.9559, -2.0971]],
  "atomic_forces_ev_per_a": [[0.3, -0.1, 0.5], [0.5, 0.4, 0.1], [0.6, 0.1, -0.5], [-0.5, -0.2, 0.3], [-0.8, -0.5, -0.1], [-1.1, -1.3, -1.7], [-1.3, -1.0, 0.0], [0.9, 0.2, 0.0], [0.1, 0.1, -0.2], [2.1, 0.6, 0.8], [0.1, 0.0, 0.3], [-0.6, 0.7, -0.6], [-0.7, 0.1, -0.4], [0.5, -0.8, 1.0], [0.0, 0.0, 0.0], [-0.8, 0.0, -0.2], [-0.5, -0.2, 0.2], [0.0, -0.1, -0.1], [-0.2, -0.4, -0.2], [-0.3, 1.4, 0.3], [1.9, 0.8, 0.6]],
  "total_energy_ev": -11433.8255,
  "total_charge": -1,
  "lumo_energy_ev": 4.065,
  "relative_energy_kj_mol": 87.9,
  "fmax_ha_per_bohr": 0.0463
}


{
  "formula": "C4H13N2O2",
  "method": "ωB97M-V with the def2-TZVPD basis set",
  "species": ["C", "H", "H", "H", "N", "H", "C", "C", "H", "H", "N", "H", "H", "O", "H", "H", "H", "H", "C", "H", "O"],
  "positions_angstrom": [[-0.4639, 0.9749, -0.0836], [-0.6276, 1.7319, -1.0797], [1.2355, 1.5369, -2.9457], [1.6955, 0.7839, -0.3569], [-0.0117, -0.3031, 2.2366], [-2.4909, 0.6124, 0.2044], [0.8891, 0.1041, -0.1940], [0.9835, -0.6329, 1.0586], [2.0458, -0.7305, 1.3313], [1.1488, -0.3252, -1.2426], [-1.8335, 0.0380, -0.0302], [-1.9786, -0.3068, -0.8835], [-0.0945, 1.0711, -3.5814], [0.3533, 1.1692, -2.8100], [-1.7800, -0.3430, 0.8728], [-0.2302, -2.5116, 1.2476], [0.2149, -0.8767, 3.1525], [-0.0161, 0.6485, 2.3842], [0.4416, -1.9786, 0.5487], [-0.4927, 1.8528, 0.5655], [1.0116, -2.5154, -0.3947]],
  "atomic_forces_ev_per_a": [[-0.2, 1.4, -5.0], [0.3, -2.9, 2.3], [-0.3, -0.1, -0.4], [0.7, 2.0, 0.8], [1.7, -3.3, -0.4], [-5.8, 5.4, 0.7], [-1.9, 3.6, -2.0], [-1.4, -3.4, 1.5], [-0.2, 0.1, 0.7], [-1.7, -0.9, 2.2], [7.4, 2.5, 2.2], [-0.5, -3.1, -3.7], [-1.6, -0.3, -3.8], [2.1, 0.6, 3.4], [1.2, -3.3, 1.3], [0.0, -0.1, 0.0], [-0.3, 1.8, -2.7], [0.3, 2.4, 1.1], [-0.2, 0.0, 1.7], [-0.3, -1.1, 1.3], [0.6, -1.2, -1.4]],
  "total_energy_ev": -11426.2834,
  "lumo_energy_ev": [0.394, 0.222],
  "spin_multiplicity": 2,
  "relative_energy_kj_mol": 527.4,
  "fmax_ha_per_bohr": 0.1590,
  "s_squared": 0.7525
}


{
  "formula": "C4H13N2O2",
  "method": "ωB97M-V with the def2-TZVPD basis set",
  "species": ["H", "N", "O", "H", "C", "N", "H", "C", "H", "H", "H", "H", "H", "C", "H", "H", "C", "H", "H", "H", "O"],
  "positions_angstrom": [[-2.1088, 1.1343, 0.7211], [-1.1790, 1.4642, 0.5062], [0.0375, -0.1399, -1.3348], [2.8745, -2.4349, -0.5703], [2.1871, -1.6946, -0.9514], [1.3414, -1.2228, 0.1207], [-0.5346, 0.2562, 1.9198], [-0.1717, 0.6927, 0.9928], [2.3551, 0.0408, -2.2845], [-4.1692, 2.1974, 2.5006], [0.7482, 1.2519, 1.1400], [-0.6566, -1.2645, 0.1033], [3.5674, -0.0262, -0.9991], [0.1727, -0.5806, -0.1932], [3.6175, -1.1312, -2.4104], [-0.9880, 1.8093, -0.4198], [2.9773, -0.6168, -1.6869], [1.2277, -1.9013, 0.8628], [1.6069, -2.2452, -1.6665], [-5.3808, 1.4012, 1.9236], [-4.4354, 1.5474, 1.8427]],
  "atomic_forces_ev_per_a": [[-0.5, 0.4, -0.3], [1.1, -1.4, 0.0], [-0.5, 1.1, -0.3], [0.2, 0.0, 0.6], [1.3, 0.5, -0.4], [-0.7, -0.9, 0.7], [0.6, -0.7, -0.1], [-2.4, 3.1, 2.5], [-0.2, 0.1, 0.2], [-0.4, 0.0, 0.0], [0.5, -0.7, -0.8], [-0.4, 0.7, 1.0], [0.3, 0.1, 0.1], [1.7, -2.8, -2.6], [0.2, 0.1, 0.3], [-0.5, 0.6, -0.2], [-0.1, -0.3, -0.4], [0.2, 0.2, 0.4], [-0.9, -0.1, -0.5], [0.0, 0.1, 0.2], [0.7, -0.1, -0.2]],
  "total_energy_ev": -11423.9379,
  "total_charge": 1,
  "lumo_energy_ev": -7.300,
  "relative_energy_kj_mol": 534.2,
  "fmax_ha_per_bohr": 0.0899
}